Entry 1:
This record from OMol25 describes a 2-piece molecular cluster, C9H14O overall. The level of theory is ωB97M-V/def2-TZVPD.

Summary:
DFT total energy in eV: -11605.47908
Energy above the lowest of the compared OMol25 structures with the same formula, charge and spin in eV: 2.158
Gap between HOMO and LUMO in eV: 9.469
Strongest force on any atom in eV/Å: 5.4
E_HOMO in eV: -8.51
SMILES: Cc1ccc(O)cc1.CC
Molecular weight in g mol⁻¹: 138.2

Atoms and positions in Å:
1 C -1.7376 3.2418 -0.2067
2 C 0.7556 0.8605 -1.6914
3 C 0.2851 -0.3469 -1.1989
4 C -0.0001 2.0345 -1.4919
5 C -1.1419 1.9333 -0.7103
6 C -0.9438 -0.4660 -0.5517
7 C -1.6477 0.7062 -0.3361
8 O 0.9829 -1.4939 -1.6083
9 H 1.5916 0.5599 -2.2426
10 H 0.4146 2.8952 -2.0037
11 H -1.4147 -1.4982 -0.3335
12 H 0.9138 -2.1330 -0.9500
13 H -1.2385 4.0269 -0.7667
14 H -1.3561 3.5550 0.8296
15 H -2.6466 0.5770 -0.0043
16 H -2.7811 3.2171 -0.0692
17 C 1.7652 -1.7343 1.6875
18 C 0.6982 -2.8091 1.5847
19 H 1.1156 -0.7047 1.6291
20 H 2.4380 -1.6668 2.5941
21 H 2.4368 -1.3747 0.8555
22 H -0.1591 -2.4379 1.1076
23 H 1.1181 -3.7947 1.1547
24 H 0.5518 -3.1472 2.7226

Cartesian forces (eV/Å) of the 3 atoms listed first:
C 2.42 -0.03 1.43
C -2.00 -0.99 1.06
C -0.52 -1.18 -0.21

Atom charges from the Löwdin analysis, given in e for atoms 1 to 6:
1. C -0.05
2. C 0.00
3. C -0.32
4. C -0.03
5. C -0.28
6. C -0.04

Entry 2:
This record from OMol25 describes a 2-piece molecular cluster, C9H14O overall. The level of theory is ωB97M-V/def2-TZVPD.

Summary:
DFT total energy in eV: -11605.24802
Energy above the lowest of the compared OMol25 structures with the same formula, charge and spin in eV: 2.389
Gap between HOMO and LUMO in eV: 9.518
Strongest force on any atom in eV/Å: 7.5
E_HOMO in eV: -8.65
SMILES: Cc1ccc(O)cc1.CC
Molecular weight in g mol⁻¹: 138.2

Atoms and positions in Å:
1 C 2.7491 -0.0514 1.7064
2 C 3.4294 0.2871 3.0556
3 H 3.2593 -0.8090 1.0489
4 H 1.5524 -0.2693 1.6905
5 H 2.7313 0.7569 1.0815
6 H 3.6124 1.4089 3.3320
7 H 4.3559 -0.2815 3.0907
8 H 2.8869 -0.0995 3.8143
9 C -2.4436 2.0090 -2.2849
10 C -1.3243 0.8292 -0.2714
11 C -1.8078 0.8592 -1.6074
12 C -0.8796 -0.3674 0.3823
13 C -1.8802 -0.3779 -2.2809
14 C -1.0029 -1.5754 -0.3796
15 C -1.4506 -1.5701 -1.6780
16 O -0.8007 -2.7600 0.2791
17 H -1.1292 1.7731 0.2994
18 H -0.4469 -0.5613 1.2488
19 H -2.3757 1.7664 -3.3348
20 H -1.8011 2.8649 -2.3749
21 H -2.4555 -0.7218 -3.2252
22 H -1.3800 -2.4940 -2.2858
23 H 0.0497 -2.8051 0.6308
24 H -3.4482 2.1890 -1.9375

Cartesian forces (eV/Å) of the 3 atoms listed first:
C -2.27 -1.74 0.14
C 1.47 1.65 -2.02
H -0.47 0.27 1.18

Atom charges from the Löwdin analysis, given in e for atoms 1 to 6:
1. C -0.16
2. C -0.16
3. H 0.08
4. H 0.09
5. H 0.00
6. H 0.11

Entry 3:
This record from OMol25 describes a 2-piece molecular cluster, C9H14O overall. The level of theory is ωB97M-V/def2-TZVPD.

Summary:
DFT total energy in eV: -11605.32682
Energy above the lowest of the compared OMol25 structures with the same formula, charge and spin in eV: 2.310
Gap between HOMO and LUMO in eV: 9.223
Strongest force on any atom in eV/Å: 5.2
E_HOMO in eV: -8.35
SMILES: Cc1ccc(O)cc1.CC
Molecular weight in g mol⁻¹: 138.2

Atoms and positions in Å:
1 C 1.5564 0.1606 -1.7052
2 C 1.8363 -0.3812 -3.0331
3 H 0.5181 0.2291 -1.4699
4 H 2.0013 1.1189 -1.7397
5 H 2.1275 -0.5344 -1.0599
6 H 0.9593 -0.4457 -3.6765
7 H 2.6983 0.0343 -3.6568
8 H 2.1316 -1.4017 -3.2927
9 C 1.1638 0.5771 2.3632
10 C -0.5980 1.3192 0.7569
11 C -0.0498 0.3671 1.5888
12 C -1.7557 1.0131 0.0832
13 C -2.3732 -0.2305 0.4484
14 C -0.7063 -0.8000 1.9385
15 C -1.9328 -1.0979 1.3607
16 O -3.4080 -0.6085 -0.3715
17 H -0.0322 2.3160 0.6238
18 H -2.4072 1.5819 -0.5838
19 H 1.8122 1.3635 2.0299
20 H 1.9816 -0.2696 2.2341
21 H -0.0777 -1.7158 2.3662
22 H -4.0418 -1.1726 -0.0378
23 H -2.3691 -2.1463 1.4249
24 H 0.9652 0.7235 3.4081

Cartesian forces (eV/Å) of the 3 atoms listed first:
C 1.57 -1.48 0.72
C 0.73 -1.35 -4.98
H -0.53 -0.17 0.28

Atom charges from the Löwdin analysis, given in e for atoms 1 to 6:
1. C -0.17
2. C -0.22
3. H 0.05
4. H 0.06
5. H 0.09
6. H 0.06

Entry 4:
This record from OMol25 describes a 2-piece molecular cluster, C9H14O overall. The level of theory is ωB97M-V/def2-TZVPD.

Summary:
DFT total energy in eV: -11598.02261
Energy above the lowest of the compared OMol25 structures with the same formula, charge and spin in eV: 1.545
Gap between HOMO and LUMO (spin up / spin down) in eV: 8.626 / 4.779
Strongest force on any atom in eV/Å: 1.6
2S+1: 2
E_HOMO (spin up / spin down) in eV: -13.12 / -13.10
Net charge: +1
Molecular weight in g mol⁻¹: 138.2

Atoms and positions in Å:
1 C 2.3141 -1.0798 -2.3942
2 C -0.1634 0.8726 -0.4198
3 C 0.4758 2.1364 -0.2409
4 C 0.4644 -0.2266 -0.9377
5 C 1.7481 -0.0535 -1.4699
6 C 1.7907 2.2491 -0.7005
7 C 2.4584 1.1991 -1.2659
8 H -1.2334 0.7769 -0.2996
9 H -0.0509 2.9824 0.1756
10 H -0.0275 -1.1849 -1.0189
11 H 2.3299 3.1880 -0.6535
12 H 3.1015 -0.6160 -2.9487
13 H 1.5924 -1.3164 -3.1793
14 H 3.4630 1.3180 -1.6455
15 H 2.6610 -1.9605 -1.8669
16 C -1.8661 -0.7308 1.8118
17 C -3.3129 -0.8107 2.2276
18 O -1.0107 -1.2698 2.8509
19 H -1.7342 -1.2986 0.8883
20 H -1.4656 0.2836 1.7526
21 H -3.9418 -0.8958 1.3365
22 H -0.3856 -1.8745 2.4453
23 H -3.6799 0.0419 2.7932
24 H -3.5275 -1.7300 2.7595

Cartesian forces (eV/Å) of the 3 atoms listed first:
C -0.35 1.08 -0.20
C -1.02 -0.46 -0.40
C 0.35 -0.64 -0.66

Atom charges from the Löwdin analysis, given in e for atoms 1 to 6:
1. C 0.01
2. C 0.00
3. C 0.08
4. C 0.00
5. C -0.14
6. C -0.02

Entry 5:
This record from OMol25 describes a 2-piece molecular cluster, C9H14O2 overall. The level of theory is ωB97M-V/def2-TZVPD.

Summary:
DFT total energy in eV: -13653.80750
Energy above the lowest of the compared OMol25 structures with the same formula, charge and spin in eV: 1.849
Gap between HOMO and LUMO in eV: 9.435
Strongest force on any atom in eV/Å: 2.4
E_HOMO in eV: -8.58
SMILES: Cc1ccc(O)cc1.CCO
Molecular weight in g mol⁻¹: 154.2

Atoms and positions in Å:
1 C 0.9163 0.4864 -2.6032
2 C -1.0642 1.5174 -1.2912
3 C 0.2604 1.1378 -1.4264
4 C -1.6426 1.7145 -0.0094
5 C -0.8453 1.6650 1.0838
6 C 1.0102 1.0324 -0.1970
7 C 0.5122 1.3068 1.0520
8 O -1.4087 1.9541 2.3228
9 H -1.7279 1.2705 -2.1090
10 H -2.6928 1.9579 -0.0216
11 H 1.0220 -0.5888 -2.4397
12 H 1.8846 0.9902 -2.6024
13 H 2.0290 0.6954 -0.3731
14 H -0.8514 2.5445 2.8500
15 H 1.0228 0.9975 1.9516
16 H 0.4943 0.6559 -3.5998
17 C 0.3127 -1.9541 1.4373
18 C -0.5343 -1.9566 0.2024
19 O 1.5778 -2.6030 1.1349
20 H 0.6561 -0.9460 1.7038
21 H -0.1212 -2.5094 2.2707
22 H -1.4441 -1.3679 0.3131
23 H 1.4910 -3.5725 1.2577
24 H -0.7426 -2.9370 -0.2052
25 H -0.1145 -1.4908 -0.7021

Cartesian forces (eV/Å) of the 3 atoms listed first:
C 0.40 0.95 -0.38
C 0.04 -1.70 0.48
C -0.47 -0.42 2.29

Atom charges from the Löwdin analysis, given in e for atoms 1 to 6:
1. C -0.06
2. C -0.04
3. C -0.29
4. C -0.02
5. C -0.33
6. C -0.05

Entry 6:
This record from OMol25 describes a 2-piece molecular cluster, C9H14OS overall. The level of theory is ωB97M-V/def2-TZVPD.

Summary:
DFT total energy in eV: -22441.64572
Energy above the lowest of the compared OMol25 structures with the same formula, charge and spin in eV: 1.001
Gap between HOMO and LUMO in eV: 8.943
Strongest force on any atom in eV/Å: 3.1
E_HOMO in eV: -8.18
SMILES: Cc1ccc(O)cc1.CCS
Molecular weight in g mol⁻¹: 170.3

Atoms and positions in Å:
1 C -0.8287 1.4520 3.1578
2 C -0.4078 -0.0187 3.3447
3 S -2.5625 1.6482 2.8180
4 H -0.6000 1.8973 4.1053
5 H -0.0968 1.9943 2.5412
6 H -0.3479 -0.6603 2.4636
7 H -3.1087 0.9143 3.8314
8 H -1.0858 -0.4990 4.0496
9 H 0.6211 -0.0954 3.7288
10 C 1.8926 -2.0879 -3.0918
11 C 0.0674 -1.5651 -1.4004
12 C 1.0678 -1.0899 -2.3161
13 C -0.4898 -0.6149 -0.6142
14 C 1.2272 0.2515 -2.5750
15 C -0.4041 0.7946 -0.9622
16 C 0.3612 1.2095 -2.0235
17 O -1.1397 1.5138 -0.0693
18 H -0.3127 -2.5848 -1.3841
19 H -1.1622 -0.6451 0.2397
20 H 1.5222 -2.2893 -4.0996
21 H 2.0382 -3.0338 -2.5465
22 H 1.9055 0.5939 -3.3477
23 H 0.3431 2.2640 -2.2749
24 H -1.4078 2.3921 -0.3257
25 H 2.9083 -1.7412 -3.2492

Cartesian forces (eV/Å) of the 3 atoms listed first:
C 1.53 -1.20 0.98
C 0.61 -0.22 -0.18
S -0.87 0.24 -0.54

Atom charges from the Löwdin analysis, given in e for atoms 1 to 6:
1. C -0.66
2. C -0.18
3. S 0.69
4. H 0.04
5. H 0.08
6. H 0.05

Which formula does entry 1 have?
C9H14O

The lowest strongest force on any atom belongs to which entry?
number 4